# C3H6N2O

The molecule C3H6N2O at a distorted geometry (ωB97M-V with the def2-TZVPD basis set, OMol25).

- E_HOMO (eV) = -7.79
- energy above the lowest of the compared OMol25 structures with the same formula, charge and spin (eV) = 4.754
- SMILES string = C1=NNCCO1
- largest force on an atom (Eh/bohr) = 0.202
- E (eV) = -8231.9444
- frontier orbital gap (eV) = 8.749

Each atom is followed by the atoms it is bonded to, with distances in Å.
CARTESIAN COORDINATES (ANGSTROEM)
1 C -0.82 1.39 -0.40  N2 1.296, O6 1.395, H7 1.173
2 N -1.51 0.60 0.37  C1 1.296, N3 1.286
3 N -1.11 -0.57 0.72  N2 1.286, C4 1.551, H8 0.945
4 C 0.29 -0.98 0.20  N3 1.551, C5 1.511, H9 1.145, H10 0.921
5 C 1.12 0.25 -0.06  C4 1.511, O6 1.325, H11 1.066, H12 1.216
6 O 0.52 1.23 -0.73  C1 1.395, C5 1.325
7 H -1.20 2.19 -1.17  C1 1.173
8 H -1.68 -1.28 0.99  N3 0.945
9 H 0.06 -1.60 -0.73  C4 1.145
10 H 0.64 -1.69 0.67  C4 0.921
11 H 1.87 -0.07 -0.75  C5 1.066
12 H 1.82 0.54 0.89  C5 1.216

Atomic partial charges in e from the Mulliken method, atoms 1 to 5: 0.08, -0.53, -0.02, -0.89, -0.24

=====

# C16H30IN3O5P

A 2-piece molecular cluster, C16H30IN3O5P overall (ωB97M-V with the def2-TZVPD basis set, OMol25).

- charge = +1
- E_HOMO (eV) = -10.30
- largest force on an atom (Eh/bohr) = 0.014
- E (eV) = -49170.7064
- frontier orbital gap (eV) = 7.580

Each atom is followed by the atoms it is bonded to, with distances in Å.
CARTESIAN COORDINATES (ANGSTROEM)
1 C -1.11 -2.49 1.25  C2 1.538, H19 1.091, H20 1.086, H21 1.093
2 C -0.99 -1.12 1.93  C1 1.538, C3 1.528, H22 1.092, H23 1.094
3 C 0.27 -0.89 2.78  C2 1.528, I4 2.130, C5 1.509, H24 1.086
4 I 0.66 -2.49 4.13  C3 2.130
5 C 1.46 -0.67 1.88  C3 1.509, O6 1.199, O7 1.339
6 O 1.67 -1.28 0.87  C5 1.199
7 O 2.22 0.35 2.31  C5 1.339, C8 1.448
8 C 3.60 0.38 1.87  O7 1.448, C9 1.525, P16 1.890, H25 1.094
9 C 3.74 0.88 0.44  C8 1.525, C10 1.537, H26 1.089, H27 1.093
10 C 5.02 1.69 0.19  C9 1.537, C11 1.530, H28 1.094, H29 1.096
11 C 4.84 2.80 -0.86  C10 1.530, C12 1.512, H30 1.094, H31 1.093
12 C 4.68 2.31 -2.28  C11 1.512, O13 1.435, H32 1.091, H33 1.096
13 O 3.41 1.65 -2.42  C12 1.435, C14 1.344
14 C 3.35 0.62 -3.29  O13 1.344, O15 1.191, H34 1.105
15 O 2.37 0.34 -3.90  C14 1.191
16 P 4.47 -1.25 2.30  C8 1.890, N17 1.701, O18 1.664
17 N 4.75 -1.92 0.76  P16 1.701, H35 1.014, H36 1.016
18 O 5.97 -0.61 2.64  P16 1.664, H37 0.962
19 H -1.99 -3.04 1.59  C1 1.091
20 H -0.23 -3.11 1.38  C1 1.086
21 H -1.21 -2.37 0.17  C1 1.093
22 H -1.86 -0.93 2.56  C2 1.092
23 H -1.00 -0.34 1.16  C2 1.094
24 H 0.14 -0.02 3.41  C3 1.086
25 H 4.06 1.12 2.54  C8 1.094
26 H 3.71 0.02 -0.24  C9 1.089
27 H 2.86 1.49 0.21  C9 1.093
28 H 5.84 1.03 -0.11  C10 1.094
29 H 5.31 2.19 1.12  C10 1.096
30 H 5.73 3.43 -0.84  C11 1.094
31 H 4.00 3.43 -0.58  C11 1.093
32 H 4.70 3.15 -2.97  C12 1.091
33 H 5.50 1.64 -2.56  C12 1.096
34 H 4.28 0.03 -3.34  C14 1.105
35 H 4.87 -2.92 0.86  N17 1.014
36 H 5.58 -1.55 0.31  N17 1.016
37 H 5.99 0.35 2.72  O18 0.962
38 C -7.19 2.00 -1.55  C39 1.514, H46 1.091, H47 1.088, H48 1.091
39 C -6.05 1.37 -2.32  C38 1.514, N40 1.476, H49 1.089, H50 1.089
40 N -5.46 0.21 -1.62  C39 1.476, C41 1.377, C44 1.327
41 C -4.40 -0.53 -2.10  N40 1.377, C42 1.354, H51 1.076
42 C -4.14 -1.49 -1.17  C41 1.354, N43 1.377, H52 1.076
43 N -5.03 -1.31 -0.14  C42 1.377, C44 1.330, C45 1.465
44 C -5.82 -0.28 -0.44  N40 1.327, N43 1.330, H53 1.076
45 C -5.11 -2.10 1.09  N43 1.465, H54 1.087, H55 1.087, H56 1.085
46 H -6.87 2.37 -0.58  C38 1.091
47 H -7.57 2.85 -2.12  C38 1.088
48 H -8.02 1.30 -1.41  C38 1.091
49 H -5.25 2.08 -2.49  C39 1.089
50 H -6.39 1.01 -3.29  C39 1.089
51 H -3.95 -0.31 -3.04  C41 1.076
52 H -3.40 -2.27 -1.14  C42 1.076
53 H -6.62 0.09 0.18  C44 1.076
54 H -6.08 -2.59 1.15  C45 1.087
55 H -4.97 -1.45 1.94  C45 1.087
56 H -4.32 -2.85 1.07  C45 1.085

Atomic partial charges in e from the Mulliken method, atoms 1 to 5: -0.97, -0.46, -0.94, 0.12, 0.71

=====

# C5H18O4

A 5-piece molecular cluster, C5H18O4 overall at a distorted geometry (ωB97M-V with the def2-TZVPD basis set, OMol25).

- E_HOMO (eV) = -9.11
- energy above the lowest of the compared OMol25 structures with the same formula, charge and spin (eV) = 1.163
- SMILES string = C=C(C)CC.O.O.O.O
- largest force on an atom (Eh/bohr) = 0.032
- E (eV) = -13665.6315
- frontier orbital gap (eV) = 9.267

Each atom is followed by the atoms it is bonded to, with distances in Å.
CARTESIAN COORDINATES (ANGSTROEM)
1 C -1.19 -2.15 -0.66  C2 1.320, H6 1.081, H7 1.069
2 C -1.49 -0.95 -1.12  C1 1.320, C3 1.516, C4 1.529
3 C -2.30 -0.67 -2.37  C2 1.516, H8 1.090, H9 1.091, H10 1.090
4 C -0.88 0.25 -0.41  C2 1.529, C5 1.516, H11 1.099, H12 1.111
5 C -1.57 1.58 -0.67  C4 1.516, H13 1.107, H14 1.085, H15 1.103
6 H -1.38 -3.09 -1.17  C1 1.081
7 H -0.56 -2.33 0.19  C1 1.069
8 H -1.70 -0.63 -3.28  C3 1.090
9 H -2.92 -1.56 -2.48  C3 1.091
10 H -2.86 0.26 -2.26  C3 1.090
11 H 0.21 0.15 -0.54  C4 1.099
12 H -0.80 0.19 0.69  C4 1.111
13 H -1.35 2.28 0.16  C5 1.107
14 H -1.31 1.94 -1.65  C5 1.085
15 H -2.66 1.50 -0.47  C5 1.103
16 O 4.13 -0.85 -0.59  H17 0.967, H18 0.957
17 H 3.22 -1.18 -0.56  O16 0.967
18 H 4.33 -0.52 -1.46  O16 0.957
19 O 1.56 1.59 0.79  H20 0.963, H21 0.961
20 H 0.98 2.26 0.42  O19 0.963
21 H 2.34 1.61 0.22  O19 0.961
22 O 1.79 2.46 3.39  H23 0.979, H24 0.957
23 H 1.63 2.34 2.43  O22 0.979
24 H 1.03 2.05 3.80  O22 0.957
25 O 0.21 -2.14 2.55  H26 0.957, H27 0.958
26 H 0.72 -2.80 3.02  O25 0.957
27 H 0.83 -1.61 2.05  O25 0.958

Atomic partial charges in e from the Mulliken method, atoms 1 to 5: -1.18, 0.81, -1.30, 0.25, -1.71

=====

Q: What is the formula in the second record?
A: C16H30IN3O5P

=====

Q: The highest frontier orbital gap belongs to which entry?
A: C5H18O4